Record 1
Below is a gas-phase ion, C14H28N (charge +1) at a distorted geometry, with properties calculated with ωB97M-V/def2-TZVPD.

- relative energy (zero: lowest compared OMol25 entry of this formula, charge and spin) (kcal per mole) = 0.7
- E_tot (eV) = -16454.8745
- charge = +1
- LUMO (eV) = -2.42
- max |F| (Eh/bohr) = 0.020

Atoms and positions in Å:
N: 2.9649 0.1105 -0.0910
C: 0.5776 -2.4772 -0.0023
C: -0.2225 2.1269 0.7062
C: 1.3795 -1.7198 -0.4770
C: -1.2565 1.0016 0.6116
C: 1.0642 1.8303 -0.0762
C: -1.9961 0.9893 -0.7271
C: -4.9292 0.3448 0.1390
C: -0.3815 -3.3855 0.5653
C: 3.7696 -0.7050 0.8376
C: 2.3246 -0.8069 -1.0891
C: 3.8460 1.0564 -0.7937
C: 1.9287 0.8386 0.7010
C: -2.7416 -0.3213 -0.9848
C: -3.7991 -0.6744 0.0624
H: 1.8126 -0.2062 -1.8447
H: -1.9803 1.1338 1.4150
H: 3.1173 -1.3753 -1.5847
H: 0.7793 1.4304 -1.0484
H: -4.2214 -1.6471 -0.2000
H: -5.3774 0.4892 -0.8410
H: 2.4395 1.3682 1.5077
H: 4.2385 -0.0724 1.5888
H: 1.2847 0.0765 1.1447
H: -3.3335 -0.7749 1.0452
H: -1.2865 1.1326 -1.5458
H: 4.3041 1.7373 -0.0782
H: -3.2283 -0.2535 -1.9598
H: -5.7020 -0.0032 0.8195
H: 4.6345 0.5176 -1.3171
H: -4.5713 1.3055 0.5001
H: 3.2809 1.6381 -1.5186
H: -2.6949 1.8247 -0.7609
H: 3.1307 -1.4351 1.3327
H: -0.6669 3.0415 0.3133
H: 1.6072 2.7627 -0.2352
H: -0.7083 -4.0889 -0.1991
H: -1.2489 -2.8388 0.9331
H: -2.0109 -1.1340 -1.0400
H: -0.7753 0.0320 0.7609
H: 0.0320 2.3107 1.7515
H: 4.5483 -1.2366 0.2929
H: 0.0674 -3.9429 1.3862

Here are the Löwdin charges for atoms 1 to 4, given in e: number 1, N, carries -0.340; number 2, C, carries -0.057; number 3, C, carries -0.182; number 4, C, carries -0.019

---

Record 2
Below is a molecular structure, C14H28N2O4 at a distorted geometry, with properties calculated with ωB97M-V/def2-TZVPD.

- relative energy (zero: lowest compared OMol25 entry of this formula, charge and spin) (kcal per mole) = 399.8
- E_tot (eV) = -26127.3713
- LUMO (eV) = 0.51
- max |F| (Eh/bohr) = 0.315

Atoms and positions in Å:
O: 0.9238 0.8191 1.7018
O: 0.6412 -1.7601 -0.4902
O: -4.8124 0.2859 0.2402
O: 3.4244 0.2050 -0.9976
N: -0.6014 0.4752 0.0602
N: 2.1862 -1.4209 0.9208
C: 0.5486 0.0366 0.7596
C: 1.2577 -1.0177 0.2156
C: 3.1977 -2.2945 0.6876
C: -1.3676 1.6595 -0.0301
C: -7.1214 -0.0168 0.1065
C: 4.4093 -1.7107 0.2440
C: -3.6218 0.6700 -0.2800
C: 3.9464 1.2587 -0.7210
C: 4.1465 1.6600 0.6465
C: 3.0110 2.6579 -1.2982
C: -5.7773 -0.4864 -0.7364
C: -5.6204 -1.9050 -0.6375
C: -2.8466 1.4346 0.5507
C: 4.1841 -0.7528 -1.4281
H: 2.3991 -0.5929 1.8121
H: -7.1750 -0.4852 0.9885
H: 2.7750 2.4107 -2.3645
H: 4.8923 0.8668 1.1539
H: -3.0012 -0.6202 -0.3803
H: -7.1581 1.1470 0.0808
H: -1.5029 2.0428 -0.8404
H: 3.3152 -2.9521 1.7407
H: -5.6150 -0.0130 -1.5562
H: 3.4376 3.4499 -1.0949
H: -0.9388 2.3926 0.7265
H: 2.8106 -3.1126 0.0319
H: -4.6465 -2.0151 -1.3117
H: -3.4704 0.8857 -1.3029
H: -5.5942 -2.2284 0.2119
H: 4.9123 -1.0942 0.8568
H: 3.6644 -1.5368 -1.6466
H: 5.0660 -2.4171 -0.1036
H: -7.8039 -0.4450 -0.6046
H: -2.6184 0.6343 1.4917
H: 5.1671 -0.5911 -1.7995
H: 4.5778 2.7373 0.9401
H: -0.8561 -0.2229 -0.7437
H: 4.9378 1.7088 -1.2222
H: 1.9620 2.4154 -0.5989
H: 3.2085 1.5080 1.3187
H: -6.4596 -2.4038 -1.0903
H: -3.2693 2.3512 0.8712

Here are the Löwdin charges for atoms 1 to 4, given in e: number 1, O, carries 0.001; number 2, O, carries 0.111; number 3, O, carries -0.147; number 4, O, carries -0.058

---

Record 3
Below is C14H28N2O4S in the gas phase, with properties calculated with ωB97M-V/def2-TZVPD.

- relative energy (zero: lowest compared OMol25 entry of this formula, charge and spin) (kcal per mole) = 0.0
- E_tot (eV) = -36978.7773
- LUMO (eV) = 0.57
- max |F| (Eh/bohr) = 0.011

Atoms and positions in Å:
S: -4.0371 2.8510 1.7801
O: 1.7032 -2.4752 -0.7618
O: -2.3181 0.1674 -0.8800
O: 1.0158 1.9425 -0.5247
O: 0.3417 3.9638 0.1684
N: -0.8918 -1.4813 -0.2293
N: -0.7785 0.5959 0.7335
C: -1.3727 -0.2061 -0.2108
C: -2.6290 2.0745 2.6569
C: 1.1001 -3.2414 -1.7888
C: 6.4760 -3.9232 -0.8448
C: -0.9935 2.0220 0.7259
C: -4.7180 1.4300 0.8757
C: 2.1241 2.5450 -1.1785
C: -1.2861 2.5602 2.1302
C: -1.2466 -2.3742 -1.3084
C: 4.0423 -3.2598 -0.8960
C: -0.1188 -2.5021 -2.3361
C: 2.7553 -3.1216 -0.0799
C: 5.1954 -3.7667 -0.0340
C: 0.1776 2.7755 0.1047
H: 4.9217 -4.7296 0.4035
H: 0.0964 0.2839 1.1257
H: 2.7239 3.1111 -0.4630
H: -3.9738 1.0134 0.2027
H: -2.7357 2.3395 3.7087
H: 1.8157 -3.4126 -2.6046
H: 2.9474 -2.4954 0.7968
H: 7.2854 -4.2815 -0.2137
H: -1.2777 3.6500 2.0871
H: -0.4938 2.2351 2.8104
H: -1.8657 2.2071 0.0828
H: 1.7781 3.2233 -1.9604
H: 0.0324 -1.6480 0.1448
H: 3.8832 -3.9531 -1.7244
H: 4.2949 -2.2840 -1.3162
H: -5.0634 0.6851 1.5876
H: 2.4247 -4.1134 0.2659
H: 6.7730 -2.9701 -1.2763
H: 2.7020 1.7300 -1.6065
H: 6.3316 -4.6352 -1.6544
H: 5.3681 -3.0675 0.7871
H: -0.4855 -3.0466 -3.2067
H: -1.4860 -3.3585 -0.8913
H: -5.5589 1.8117 0.3057
H: 0.1860 -1.5037 -2.6529
H: -2.7275 0.9969 2.5407
H: 0.7988 -4.2214 -1.3857
H: -2.1404 -1.9601 -1.7807

Here are the Löwdin charges for atoms 1 to 4, given in e: number 1, S, carries 0.801; number 2, O, carries -0.176; number 3, O, carries 0.043; number 4, O, carries -0.038